Record 1
A molecular structure, C55H73F5NOP2PtSi, computed with ωB97M-V with the def2-TZVPD basis set.

ORCA input file:
```
! RIJCOSX wB97M-V def2-TZVPD def2/J DEFGRID3
* xyz -1 1
Pt -0.02 -0.01 -0.14
C 3.07 -1.93 0.64
Si 1.55 -0.93 1.25
C 2.27 0.54 2.26
C 3.33 0.31 3.14
C 4.03 1.35 3.75
C 3.66 2.65 3.47
C 2.58 2.90 2.64
C 1.87 1.86 2.03
P 0.40 2.24 0.96
C -0.34 3.65 1.97
C -1.70 4.04 1.39
C -2.24 5.28 2.11
C -2.41 5.01 3.60
C -1.10 4.49 4.21
C -0.54 3.29 3.45
C 1.27 3.09 -0.48
C 1.79 4.53 -0.37
C 0.77 5.60 -0.75
C 0.22 5.34 -2.15
C -0.44 3.97 -2.21
C 0.56 2.87 -1.83
C 0.78 -2.24 2.42
C 1.61 -3.02 3.23
C 1.15 -4.14 3.89
C -0.17 -4.54 3.71
C -1.01 -3.78 2.91
C -0.56 -2.61 2.29
P -1.66 -1.51 1.32
C -3.03 -2.67 0.75
C -4.19 -3.08 1.66
C -5.01 -4.17 0.96
C -5.59 -3.64 -0.35
C -4.47 -3.13 -1.27
C -3.61 -2.09 -0.55
C -2.30 -0.43 2.70
C -2.64 -1.09 4.03
C -3.10 -0.04 5.04
C -4.31 0.73 4.51
C -3.96 1.42 3.20
C -3.47 0.40 2.17
H 3.82 -2.05 1.42
H 3.55 -1.46 -0.22
H 2.74 -2.92 0.34
H 3.63 -0.71 3.34
H 4.85 1.14 4.42
H 4.20 3.48 3.91
H 2.30 3.93 2.46
H 0.33 4.51 1.90
H -2.40 3.21 1.52
H -1.63 4.23 0.32
H -3.19 5.58 1.67
H -1.53 6.11 1.97
H -3.20 4.26 3.73
H -2.72 5.92 4.12
H -1.27 4.21 5.26
H -0.36 5.30 4.20
H -1.23 2.44 3.52
H 0.40 2.98 3.91
H 2.14 2.45 -0.53
H 2.63 4.60 -1.07
H 2.20 4.72 0.62
H 1.24 6.58 -0.71
H -0.06 5.60 -0.04
H 1.04 5.38 -2.87
H -0.50 6.12 -2.42
H -0.81 3.78 -3.22
H -1.30 3.93 -1.54
H 1.33 2.82 -2.60
H 0.04 1.91 -1.81
H 2.66 -2.75 3.33
H 1.81 -4.72 4.53
H -0.55 -5.43 4.20
H -2.03 -4.12 2.77
H -2.47 -3.57 0.48
H -4.84 -2.23 1.86
H -3.85 -3.46 2.62
H -5.82 -4.52 1.61
H -4.36 -5.03 0.74
H -6.28 -2.81 -0.13
H -6.16 -4.42 -0.86
H -4.89 -2.70 -2.18
H -3.84 -3.97 -1.56
H -4.22 -1.21 -0.32
H -2.80 -1.76 -1.20
H -1.44 0.25 2.87
H -1.77 -1.63 4.42
H -3.45 -1.81 3.90
H -2.28 0.67 5.23
H -3.34 -0.52 5.99
H -4.64 1.46 5.25
H -5.13 0.02 4.35
H -3.18 2.15 3.38
H -4.83 1.95 2.80
H -3.15 0.91 1.25
H -4.30 -0.26 1.91
C 5.10 1.49 -5.00
C 4.47 1.29 -3.65
C 5.09 1.81 -2.51
C 4.54 1.57 -1.26
C 5.20 2.09 0.00
C 3.37 0.83 -1.16
C 2.67 0.32 -2.28
C 3.29 0.58 -3.53
N 1.52 -0.34 -2.07
C 0.93 -1.18 -3.14
C 1.92 -2.31 -3.50
C 0.51 -0.40 -4.41
C -0.33 -1.85 -2.58
H 5.86 2.27 -4.97
H 4.35 1.75 -5.75
H 5.58 0.56 -5.33
H 6.01 2.39 -2.61
H 6.02 2.77 -0.24
H 5.59 1.27 0.59
H 4.48 2.63 0.62
H 2.98 0.61 -0.18
H 2.84 0.24 -4.45
H 2.85 -1.90 -3.89
H 1.49 -2.97 -4.26
H 2.15 -2.88 -2.61
H 1.31 -0.36 -5.15
H 0.22 0.62 -4.15
H -0.35 -0.88 -4.88
H -0.05 -2.52 -1.77
H -0.85 -2.42 -3.35
H -1.00 -1.08 -2.22
F -6.07 3.18 -4.15
C -5.16 2.62 -3.32
C -5.09 2.98 -1.99
F -5.96 3.88 -1.50
C -4.15 2.42 -1.15
F -4.19 2.79 0.15
C -3.17 1.47 -1.56
O -2.29 0.98 -0.79
C -3.32 1.13 -2.94
F -2.49 0.20 -3.46
C -4.27 1.67 -3.78
F -4.33 1.28 -5.07
*
```

The calculated total energy is -3860.5621 Eh. The value obtained for the HOMO energy is -3.7763 eV. The energy relative to the best compared isomer or geometry (same formula, charge and spin) is 43.16 kcal per mole.

Löwdin population analysis, charges in e, atoms 1 to 4:
1 Pt 0.570
2 C -0.172
3 Si 0.519
4 C -0.268

=====

Record 2
A molecular structure, C55H75BN7P2RbS, computed with ωB97M-V with the def2-TZVPD basis set.

ORCA input file:
```
! RIJCOSX wB97M-V def2-TZVPD def2/J DEFGRID3
* xyz 0 1
Rb 0.98 1.29 0.37
C 1.94 1.82 3.98
C 2.50 0.51 4.52
C 1.97 0.20 5.92
C 2.29 -0.63 3.55
C 2.43 -2.01 3.77
C 2.35 -2.59 2.52
C 2.34 -4.10 2.37
C 0.88 -4.61 2.29
C 3.27 -4.75 1.35
N 2.17 -1.59 1.61
N 2.13 -0.39 2.27
B 2.65 -1.57 0.10
N 3.80 -0.57 -0.12
N 3.70 0.76 0.15
C 4.82 1.31 -0.26
C 5.68 0.35 -0.82
C 4.98 -0.84 -0.72
C 5.36 -2.19 -1.26
C 6.87 -2.30 -1.48
C 4.61 -2.47 -2.57
C 5.01 2.80 -0.15
C 6.48 3.19 -0.12
C 4.28 3.51 -1.31
N 1.55 -1.33 -1.04
N 1.58 -0.22 -1.84
C 0.88 -0.50 -2.93
C 0.36 -1.80 -2.86
C 0.83 -2.30 -1.65
C 0.63 -3.67 -1.09
C 1.33 -4.72 -1.95
C -0.86 -3.99 -0.93
C 0.79 0.50 -4.04
C 2.14 0.59 -4.77
C -0.33 0.17 -5.01
H 2.10 2.63 4.70
H 0.86 1.74 3.80
H 2.43 2.09 3.04
H 3.58 0.62 4.61
H 0.88 0.16 5.94
H 2.29 0.98 6.62
H 2.35 -0.75 6.29
H 2.56 -2.53 4.71
H 2.72 -4.44 3.34
H 0.27 -4.00 1.64
H 0.42 -4.59 3.28
H 0.85 -5.64 1.93
H 2.90 -4.70 0.33
H 3.38 -5.81 1.60
H 4.26 -4.29 1.37
H 3.07 -2.67 -0.11
H 6.67 0.49 -1.23
H 5.07 -2.95 -0.52
H 7.20 -1.58 -2.24
H 7.13 -3.30 -1.84
H 7.43 -2.11 -0.57
H 4.92 -1.75 -3.33
H 3.52 -2.38 -2.45
H 4.84 -3.47 -2.94
H 4.55 3.12 0.79
H 6.98 2.91 -1.06
H 7.01 2.70 0.70
H 6.59 4.27 0.00
H 4.72 3.21 -2.26
H 4.35 4.59 -1.22
H 3.23 3.23 -1.34
H -0.23 -2.33 -3.59
H 1.09 -3.67 -0.10
H 0.90 -4.74 -2.96
H 1.22 -5.71 -1.51
H 2.40 -4.50 -2.05
H -1.37 -3.97 -1.89
H -1.34 -3.25 -0.28
H -0.99 -4.98 -0.49
H 0.60 1.48 -3.60
H 2.39 -0.37 -5.23
H 2.94 0.84 -4.07
H 2.11 1.35 -5.56
H -0.12 -0.78 -5.53
H -0.44 0.94 -5.77
H -1.30 0.05 -4.51
C -6.43 1.13 -4.09
S -5.06 2.30 -4.11
C -3.92 1.40 -3.05
C -2.66 2.23 -2.83
C -1.66 1.59 -1.87
N -2.07 1.57 -0.42
P -1.93 -0.10 0.08
C -3.59 -0.75 -0.38
C -3.66 -1.57 -1.51
C -4.89 -2.04 -1.96
C -6.05 -1.71 -1.27
C -5.98 -0.92 -0.12
C -4.76 -0.46 0.32
C -2.00 -0.44 1.89
C -1.44 0.28 2.93
C -1.36 -0.25 4.21
C -1.79 -1.54 4.48
C -2.32 -2.29 3.44
C -2.42 -1.75 2.16
P -2.01 3.21 0.18
C -3.65 3.92 -0.26
C -3.70 5.29 -0.47
C -4.90 5.92 -0.78
C -6.07 5.17 -0.89
C -6.02 3.79 -0.70
C -4.82 3.17 -0.39
C -2.28 3.18 1.99
C -1.27 3.72 2.78
C -1.39 3.75 4.16
C -2.53 3.25 4.76
C -3.56 2.74 3.98
C -3.44 2.71 2.60
H -7.24 1.56 -4.67
H -6.78 0.98 -3.07
H -6.15 0.17 -4.52
H -3.65 0.45 -3.52
H -4.42 1.17 -2.10
H -2.90 3.25 -2.54
H -2.15 2.31 -3.80
H -0.69 2.09 -1.98
H -1.48 0.55 -2.17
H -2.75 -1.82 -2.04
H -4.94 -2.67 -2.84
H -7.01 -2.08 -1.62
H -6.89 -0.69 0.42
H -4.69 0.13 1.24
H -1.07 1.28 2.79
H -0.96 0.37 5.00
H -1.71 -1.95 5.47
H -2.65 -3.31 3.61
H -2.84 -2.37 1.38
H -2.79 5.88 -0.41
H -4.93 6.99 -0.93
H -7.00 5.65 -1.15
H -6.92 3.20 -0.82
H -4.79 2.10 -0.26
H -0.37 4.12 2.31
H -0.59 4.17 4.76
H -2.63 3.27 5.84
H -4.46 2.36 4.45
H -4.26 2.33 2.01
*
```

The calculated total energy is -3654.0612 Eh. The value obtained for the HOMO energy is -7.9799 eV. The energy relative to the best compared isomer or geometry (same formula, charge and spin) is 0.00 kcal per mole.

Löwdin population analysis, charges in e, atoms 1 to 4:
1 Rb 0.750
2 C -0.069
3 C -0.352
4 C -0.059